[1]
Entry from the Open Molecules 2025 dataset: C21H31Cl5P2Sr as an isolated structure in a non-equilibrium geometry (wB97M-V/def2-TZVPD).

Structure (XYZ):
```
60
C21H31Cl5P2Sr (wB97M-V/def2-TZVPD)
P 0.98 -0.95 -1.61
P 2.16 1.85 -1.58
C 1.26 -0.20 -3.28
C 2.23 0.96 -3.24
H 0.27 0.11 -3.63
H 1.63 -1.01 -3.93
H 3.26 0.61 -3.39
H 2.01 1.68 -4.04
C 0.58 2.72 -2.04
H 0.40 3.55 -1.34
H -0.27 2.02 -1.96
H 0.62 3.12 -3.06
C 3.37 3.19 -1.96
H 3.18 3.67 -2.94
H 4.38 2.77 -1.95
H 3.31 3.94 -1.17
C -0.14 -2.27 -2.26
H -0.30 -3.03 -1.49
H 0.29 -2.72 -3.17
H -1.10 -1.80 -2.51
C 2.54 -1.91 -1.44
H 3.43 -1.27 -1.29
H 2.63 -2.47 -2.38
H 2.47 -2.60 -0.58
Sr 2.03 0.30 0.77
C -2.79 0.49 -0.65
C -3.41 -0.03 -1.72
C -4.33 -1.20 -1.81
C -4.35 -2.15 -0.60
C -3.14 -2.98 -0.36
C -2.02 -2.66 0.30
C -1.53 -1.31 0.69
C -2.54 -0.13 0.69
C 3.26 -1.66 2.12
H -2.36 1.50 -0.73
H -3.33 0.54 -2.65
H -4.10 -1.74 -2.74
H -5.37 -0.84 -1.93
H -4.62 -1.59 0.30
H -5.17 -2.85 -0.81
H -3.26 -4.00 -0.73
H -1.30 -3.46 0.50
H -0.70 -1.04 -0.01
H -1.11 -1.34 1.70
H -3.48 -0.40 1.21
H -2.08 0.65 1.33
H 4.20 -1.20 2.47
H 3.47 -2.56 1.53
H 2.62 -1.91 2.98
Cl -0.98 -0.78 4.08
C -0.13 0.68 4.42
C 0.91 1.05 3.61
C 1.69 2.14 3.89
Cl 2.91 2.62 2.71
C 1.46 2.89 5.09
Cl 2.51 4.16 5.51
C 0.34 2.58 5.90
Cl -0.04 3.53 7.28
C -0.49 1.50 5.54
Cl -1.98 1.24 6.34
```

Summary:
M ... 610.31 g mol⁻¹
E_tot ... -3833.018466 Ha
Spin multiplicity ... 1



[2]
Entry from the Open Molecules 2025 dataset: C21H31ClN4O2 in the gas phase (wB97M-V/def2-TZVPD).

Structure (XYZ):
```
59
C21H31ClN4O2 (wB97M-V/def2-TZVPD)
C 0.43 8.49 0.72
C 0.70 6.99 0.55
C -0.30 6.15 1.34
C -0.05 4.67 1.11
N -0.16 4.34 -0.30
C 0.84 5.07 -1.05
C 0.62 6.57 -0.92
H -0.37 6.82 -1.31
H 1.37 7.11 -1.51
H 0.76 4.78 -2.10
H 1.87 4.82 -0.71
C -0.10 2.92 -0.55
C -1.40 2.21 -0.12
C -1.59 0.89 -0.87
N -0.52 -0.04 -0.60
C 0.43 -0.34 -1.50
O 0.49 0.12 -2.62
C 1.43 -1.38 -0.98
N 0.83 -2.69 -0.91
C -0.09 -3.01 0.05
O -0.27 -2.40 1.09
N -0.76 -4.12 -0.35
C -1.53 -4.94 0.55
C -0.74 -6.11 1.06
C -1.06 -7.42 0.70
C -0.29 -8.48 1.15
C 0.81 -8.23 1.95
C 1.15 -6.94 2.31
C 0.38 -5.89 1.86
H 0.63 -4.87 2.14
H 2.01 -6.76 2.94
Cl 1.78 -9.56 2.51
H -0.54 -9.49 0.88
H -1.92 -7.61 0.08
H -1.82 -4.29 1.38
H -2.43 -5.29 0.03
C -0.22 -4.65 -1.59
H -1.03 -4.92 -2.28
H 0.39 -5.54 -1.40
C 0.63 -3.48 -2.11
H 0.10 -2.90 -2.87
H 1.59 -3.81 -2.51
H 1.77 -1.11 0.02
H 2.29 -1.43 -1.66
H -0.50 -0.50 0.30
H -2.54 0.44 -0.58
H -1.59 1.07 -1.95
H -1.39 2.02 0.95
H -2.24 2.87 -0.35
H 0.02 2.78 -1.63
H 0.76 2.44 -0.06
H -0.80 4.09 1.66
H 0.95 4.40 1.51
H -1.31 6.39 1.00
H -0.24 6.38 2.40
H 1.71 6.78 0.92
H 0.49 8.77 1.76
H 1.15 9.07 0.15
H -0.57 8.73 0.35
```

Summary:
M ... 406.96 g mol⁻¹
SMILES string ... CC1CCN(CCCNC(=O)CN2CCN(Cc3ccc(Cl)cc3)C2=O)CC1
E_tot ... -1648.576455 Ha
Spin multiplicity ... 1



[3]
Entry from the Open Molecules 2025 dataset: C21H31F3N4O in the gas phase (wB97M-V/def2-TZVPD).

Structure (XYZ):
```
60
C21H31F3N4O (wB97M-V/def2-TZVPD)
O -3.27 -2.20 1.15
C -3.05 -1.74 0.05
N -2.73 -2.50 -1.03
C -2.37 -3.89 -0.86
H -2.85 -4.48 -1.65
H -2.76 -4.20 0.11
C -0.85 -4.11 -0.91
H -0.65 -5.17 -0.74
H -0.48 -3.85 -1.90
C -0.13 -3.29 0.16
N -0.03 -1.88 -0.18
C 0.16 -1.06 1.01
C 0.21 0.42 0.64
N 1.22 0.75 -0.34
C 1.10 -0.13 -1.48
C 1.05 -1.62 -1.12
H 0.87 -2.19 -2.03
H 2.02 -1.94 -0.70
H 1.93 0.05 -2.17
H 0.17 0.13 -2.00
C 2.53 1.17 0.12
C 3.12 2.19 -0.87
C 4.40 2.79 -0.31
C 5.43 1.70 -0.03
C 4.85 0.67 0.93
C 3.57 0.06 0.37
H 3.80 -0.45 -0.57
H 3.18 -0.67 1.07
H 5.59 -0.12 1.11
H 4.64 1.14 1.89
H 6.34 2.14 0.40
H 5.71 1.21 -0.96
H 4.81 3.52 -1.02
H 4.18 3.33 0.62
H 2.38 2.97 -1.05
H 3.34 1.70 -1.82
H 2.36 1.69 1.07
H 0.36 1.02 1.53
H -0.76 0.70 0.20
H -0.68 -1.23 1.69
H 1.09 -1.34 1.55
H 0.88 -3.72 0.33
H -0.69 -3.37 1.10
H -2.33 -2.05 -1.83
N -3.17 -0.40 -0.29
C -3.45 0.67 0.54
C -3.63 0.52 1.92
C -3.90 1.62 2.72
C -4.00 2.89 2.17
C -3.83 3.06 0.81
C -3.56 1.97 0.00
C -3.40 2.19 -1.48
F -2.20 1.77 -1.95
F -3.52 3.46 -1.85
F -4.31 1.50 -2.21
H -3.90 4.04 0.37
H -4.20 3.74 2.80
H -4.03 1.47 3.78
H -3.56 -0.46 2.34
H -3.01 -0.19 -1.26
```

Summary:
M ... 412.50 g mol⁻¹
SMILES string ... O=C(NCCCN1CCN(C2CCCCC2)CC1)Nc1ccccc1C(F)(F)F
E_tot ... -1412.731609 Ha
Spin multiplicity ... 1